Run a
C12H17N | the ωB97M-V functional and the def2-TZVPD basis

Last column: Mulliken charge in e.
Positions of all 30 atoms, in Å:
C (-1.6656, -2.0013, -0.7352)  -1.29
H (2.3072, -1.1773, 3.6690)  0.33
C (0.9834, 2.1984, -1.4481)  -0.57
C (0.0027, 3.1240, -1.2303)  -0.44
C (1.6112, -0.7300, 2.9581)  -0.97
H (-2.1861, -2.4753, -1.5792)  0.33
C (-0.3705, -2.2623, 2.4062)  -0.55
H (1.7613, 0.3531, 2.9908)  0.27
H (-0.5466, -0.2637, 3.1575)  0.30
H (2.2113, -0.3374, -2.1349)  0.28
N (1.5667, -0.2384, -1.3648)  -0.21
C (-1.5862, 1.3378, -0.7245)  -0.53
C (0.1681, -1.0797, 3.2783)  -0.33
H (1.9094, -0.9948, 1.9416)  0.21
C (0.8031, -1.4101, -1.0510)  -0.79
H (-1.3265, -2.8979, -0.1979)  0.32
C (-1.2932, 2.6458, -0.8642)  -0.55
C (-0.5906, 0.3610, -1.0244)  0.87
H (-2.5083, 0.8973, -0.3836)  0.37
H (-2.4879, -1.5771, -0.1656)  0.32
C (0.6749, 0.8100, -1.3725)  -0.14
H (-0.2478, -3.2799, 2.7975)  0.37
H (-1.4540, -2.1258, 2.2755)  0.26
H (1.4117, -2.3010, -0.9791)  0.45
C (-0.5169, -1.0495, -0.9020)  0.64
H (1.8677, 2.4838, -2.0280)  0.28
H (-1.9550, 3.4435, -0.4964)  0.30
H (0.1388, -1.4481, 4.3173)  0.27
H (0.1623, -2.1837, 1.4779)  -0.19
H (0.3144, 4.1690, -1.2408)  0.38

**Net charge**: 0
**SMILES string**: Cc1c[nH]c2ccccc12.CCC
**Gap between HOMO and LUMO**: 9.04 eV

---

Run b
C12H17N | the ωB97M-V functional and the def2-TZVPD basis

Last column: Mulliken charge in e.
Positions of all 30 atoms, in Å:
C (1.2417, 1.5458, -1.4798)  -0.46
C (0.5321, 0.7489, 0.6437)  -0.35
H (-0.1426, -1.8055, -0.3507)  -0.01
H (1.2671, -4.3824, -1.1801)  0.30
H (1.3965, 0.2853, 2.5059)  0.24
N (0.5694, 0.2984, 1.9345)  -0.06
H (2.1860, -1.5409, -1.7568)  0.07
H (-3.1345, 2.3740, 1.3949)  0.31
H (-0.7131, -3.0449, -1.5280)  0.36
H (-0.4650, -3.3045, 0.2695)  0.30
C (-0.0844, 1.7435, -1.8608)  -0.61
H (2.9296, -2.9669, -2.4218)  0.34
C (-1.5363, 0.9796, 1.5651)  0.32
H (-3.4828, 0.7671, 0.8817)  0.30
H (2.0759, 1.7354, -2.1418)  0.39
H (-3.4545, 1.1847, 2.6555)  0.35
C (-1.1090, 1.5081, -0.9618)  -0.46
C (-0.0926, -2.8585, -0.6595)  -0.82
C (1.5635, 0.9875, -0.2502)  -0.69
H (-0.9375, 0.3606, 3.5388)  0.42
C (-0.6807, 0.5415, 2.5095)  -0.86
C (-0.8131, 1.0426, 0.3169)  1.34
H (-0.3629, 2.0330, -2.8656)  0.38
C (1.3293, -3.3199, -0.9258)  -0.27
C (-2.9950, 1.3267, 1.6829)  -1.29
H (1.9387, -3.2661, -0.0199)  0.29
H (1.2556, -2.5633, -2.8984)  0.29
C (1.9772, -2.5564, -2.0866)  -0.86
H (-2.1230, 1.6383, -1.3140)  0.35
H (2.5764, 0.6135, -0.1452)  0.38

**Net charge**: 0
**SMILES string**: Cc1c[nH]c2ccccc12.CCC
**Gap between HOMO and LUMO**: 8.85 eV

---

Run c
C12H17N | the ωB97M-V functional and the def2-TZVPD basis

Last column: Mulliken charge in e.
Positions of all 30 atoms, in Å:
C (-2.2641, -1.8803, -2.1520)  -0.87
C (-0.1578, 0.1601, -0.3762)  -0.29
H (0.6580, -1.4770, 0.8100)  0.39
N (2.8979, 2.2496, 1.6342)  -0.28
H (3.7244, 2.7684, 1.3497)  0.28
H (-1.4939, -1.7325, -1.4079)  0.19
C (-3.1322, -0.5764, -2.4069)  -0.24
C (-4.0611, -0.1439, -1.2938)  -1.09
C (2.9044, -1.3542, 2.7505)  -1.39
H (4.0289, 1.3078, 3.3096)  0.36
C (3.2921, 1.1841, 2.4958)  -0.66
C (1.8037, 0.2887, 1.0257)  0.83
H (-4.4778, -1.0876, -0.7170)  0.22
C (2.7386, -0.0499, 2.1180)  0.69
H (-3.7609, -0.7030, -3.2836)  0.38
H (-1.8143, -2.0105, -3.1826)  0.26
H (-2.3189, 0.1484, -2.7077)  0.19
C (1.9950, 1.6410, 0.6444)  -0.30
H (2.0508, -1.5488, 3.4118)  0.28
H (2.9008, -2.2407, 2.0368)  0.30
C (1.3156, 2.1355, -0.4345)  -0.81
H (-2.8679, -2.5837, -1.7014)  0.41
H (-4.8013, 0.6467, -1.5280)  0.35
H (-1.1766, -0.2549, -0.5934)  0.31
C (0.7409, -0.4633, 0.4504)  -0.39
C (0.1124, 1.5211, -0.8575)  -0.66
H (-3.6540, 0.3736, -0.5140)  0.36
H (3.8377, -1.4602, 3.3049)  0.38
H (-0.5585, 1.9712, -1.5266)  0.48
H (1.5381, 3.1708, -0.6588)  0.31

**Net charge**: 0
**SMILES string**: Cc1c[nH]c2ccccc12.CCC
**Gap between HOMO and LUMO**: 8.79 eV

---

Run d
C12H17N | the ωB97M-V functional and the def2-TZVPD basis

Last column: Mulliken charge in e.
Positions of all 30 atoms, in Å:
C (-0.2944, 2.6830, -0.3619)  -0.44
H (2.1488, -0.4066, -1.6566)  0.19
H (1.6403, -2.6919, -2.6894)  0.46
H (2.7734, -3.3898, -0.7852)  0.33
H (-1.6346, -0.6581, 3.8427)  0.58
C (-1.9694, 1.1992, 1.2909)  0.81
H (-3.5955, 2.0317, 0.0524)  0.46
H (1.3738, 2.1203, 1.0544)  0.24
C (3.3231, -2.6540, -1.3279)  -1.05
H (3.5033, -0.3376, -2.6762)  0.31
H (1.6494, -0.3894, -3.3931)  0.28
H (-4.4822, -0.4782, 2.1720)  0.27
C (-1.6850, 2.5378, -0.6715)  -0.32
C (-2.5912, 1.8740, 0.3269)  -0.66
H (-3.2493, -1.5995, 1.7541)  0.35
H (0.1343, 3.2804, -1.1816)  0.30
C (-2.3638, 0.1814, 2.2438)  0.44
C (-3.5395, -0.5436, 1.6809)  -1.36
H (3.3233, -1.8475, -0.6081)  0.28
C (2.5199, -2.2096, -2.5555)  -0.39
C (-1.3476, -0.0393, 3.1457)  -0.72
H (0.5870, 0.8182, 3.4825)  0.27
C (2.4587, -0.7041, -2.6340)  -0.93
H (-3.6406, -0.4972, 0.6138)  0.41
C (-0.5957, 1.4876, 1.6867)  -0.31
H (3.1200, -2.5792, -3.4153)  0.21
N (-0.2009, 0.6518, 2.8293)  -0.15
H (4.3414, -3.0101, -1.4335)  0.31
H (-1.9653, 2.9418, -1.6097)  0.44
C (0.2582, 2.2287, 0.8234)  -0.60

**Net charge**: 0
**SMILES string**: Cc1c[nH]c2ccccc12.CCC
**Gap between HOMO and LUMO**: 8.49 eV

---

Unit: eV. Relative energies: run a 0.827; run b 0.000; run c 1.836; run d 3.137.

---

Run a
C12H17N | the ωB97M-V functional and the def2-TZVPD basis

Last column: Mulliken charge in e.
Positions of all 30 atoms, in Å:
H (0.4305, -2.5901, -1.3093)  0.38
C (-0.1581, -0.5666, -1.6225)  -0.49
C (-1.3395, -0.7427, 0.8495)  0.89
H (5.1430, 1.4258, -2.7461)  0.32
H (0.3296, -0.5656, -2.5869)  0.51
H (-1.7945, 2.4815, 0.5810)  0.17
H (-1.0005, 1.3368, -1.8541)  0.32
C (-0.1158, -1.7498, -0.8830)  -0.35
C (3.2449, -0.2879, -1.3613)  -0.88
H (4.1615, -0.7695, -1.6816)  0.40
H (3.2123, -0.2310, -0.2722)  0.25
H (-2.1703, -1.6170, 3.9126)  0.27
H (2.4787, 1.6555, -1.1462)  0.25
H (-2.6878, 1.6579, 2.7629)  0.40
N (-1.7939, 1.5377, 0.8937)  -0.05
C (3.2136, 1.2144, -1.8269)  -0.05
C (-2.0636, -0.4049, 2.1162)  0.45
C (-2.2437, 0.9439, 2.0690)  -0.63
H (-3.7165, -0.8952, 3.3705)  0.34
C (-1.2446, 0.4871, 0.2179)  -0.34
C (4.5526, 1.8775, -1.9475)  -1.28
H (-0.9265, -2.8712, 0.8032)  0.39
H (2.3616, -0.8494, -1.6340)  0.05
H (2.7572, 1.1520, -2.8214)  0.21
C (-0.8424, -1.9333, 0.2810)  -0.78
C (-2.7880, -1.3451, 3.0429)  -1.24
H (4.4152, 2.9363, -2.1844)  0.35
H (-2.9987, -2.2503, 2.4929)  0.35
H (5.1495, 1.8630, -1.0398)  0.34
C (-0.7419, 0.5734, -1.1197)  -0.54

**Net charge**: 0
**SMILES string**: Cc1c[nH]c2ccccc12.CCC
**Gap between HOMO and LUMO**: 8.81 eV

---

Run b
C12H17N | the ωB97M-V functional and the def2-TZVPD basis

Last column: Mulliken charge in e.
Positions of all 30 atoms, in Å:
C (-1.7519, 0.4250, -3.6358)  -0.36
H (-1.4126, 0.4772, -4.6704)  0.35
H (-1.3621, -1.4114, 1.5077)  0.46
C (2.3904, -0.9236, 0.7305)  -1.05
H (2.1337, -0.3302, -0.1129)  0.36
H (3.3107, -1.4101, 0.2937)  0.36
H (4.4919, -0.0481, 3.2182)  0.34
C (-1.7569, 0.4375, 0.4095)  0.73
H (1.6599, -1.7150, 0.7452)  0.19
C (-1.5921, -0.6365, -1.6011)  0.00
H (-2.2266, 2.3656, 0.8235)  0.24
H (-0.9231, 1.7595, 1.8877)  0.29
H (-2.3560, 2.3603, -3.7974)  0.33
H (1.8518, -0.1887, 2.6791)  0.27
C (3.9900, -0.8076, 2.5956)  -1.21
H (-1.1347, -1.7180, -3.2967)  0.35
H (-0.7759, -2.3629, -0.5912)  0.33
H (4.8470, -0.9736, 1.8453)  0.30
H (-2.6205, 1.2194, 2.1769)  0.31
C (2.7291, -0.1498, 2.0838)  -0.26
H (3.7122, -1.6616, 3.1141)  0.35
C (-1.5535, -0.9252, 0.5888)  -1.05
N (-1.4421, -1.6104, -0.6377)  -0.16
C (-2.2354, 1.5939, -3.0321)  -0.54
H (-3.0057, 2.4089, -1.0697)  0.30
C (-1.5528, -0.7779, -2.9667)  -0.62
C (-2.0839, 0.6272, -0.9608)  0.80
C (-1.8441, 1.4685, 1.4385)  -1.05
H (2.9588, 0.8284, 1.9120)  0.34
C (-2.4459, 1.6791, -1.6777)  -0.70

**Net charge**: 0
**SMILES string**: Cc1c[nH]c2ccccc12.CCC
**Gap between HOMO and LUMO**: 8.61 eV

---

Run c
C12H17N | the ωB97M-V functional and the def2-TZVPD basis

Last column: Mulliken charge in e.
Positions of all 30 atoms, in Å:
H (1.4695, 1.7909, -1.5242)  0.30
H (0.4957, 0.9835, 3.8563)  0.36
H (-0.3983, -0.0350, 2.7130)  0.27
H (3.0382, 1.0353, 3.2655)  0.38
H (1.1236, 0.1796, 1.0379)  -0.20
N (-1.4202, 1.4688, -1.3326)  -0.10
H (2.7273, -0.6079, 2.6298)  0.35
C (2.6975, 0.4555, 2.4069)  -1.46
C (1.8370, -0.1926, -2.0528)  -0.49
C (-2.5269, 0.7244, -1.0023)  -0.78
H (-3.3988, -2.3908, -1.3314)  0.33
C (1.3460, 0.8943, 1.8312)  0.48
C (1.3195, -1.4874, -2.1029)  -0.55
C (-0.3640, 0.6128, -1.5394)  -0.43
C (-2.2099, -0.6046, -1.0011)  0.40
C (0.1510, 0.8972, 2.8275)  -1.10
H (-0.3851, -2.7492, -1.9142)  0.42
H (-4.1073, -1.1969, -0.2541)  0.35
H (3.4330, 0.6240, 1.6379)  0.36
C (-3.1758, -1.6768, -0.5422)  -1.25
H (-3.4484, 1.1076, -0.5982)  0.37
C (-0.0003, -1.7487, -1.8101)  -0.43
H (1.4913, 1.8974, 1.4334)  0.26
C (-0.8516, -0.7002, -1.4318)  1.04
H (1.9428, -2.3403, -2.3473)  0.37
H (-1.4387, 2.4122, -1.6830)  0.23
C (0.9704, 0.8749, -1.8240)  -0.44
H (-0.4447, 1.7484, 2.5225)  0.28
H (-2.7314, -2.0886, 0.3589)  0.27
H (2.8588, 0.1121, -2.2293)  0.40

**Net charge**: 0
**SMILES string**: Cc1c[nH]c2ccccc12.CCC
**Gap between HOMO and LUMO**: 8.74 eV

---

Unit: eV. Relative energies: run a 0.348; run b 1.770; run c 0.000.

---

Run a
C12H17N | the ωB97M-V functional and the def2-TZVPD basis

Last column: Mulliken charge in e.
Positions of all 30 atoms, in Å:
C (-1.2000, -2.7365, -0.8808)  -1.42
H (1.7971, 2.6011, -2.5709)  0.37
H (-2.0645, -3.1502, -0.3608)  0.38
C (0.9954, -0.6131, -1.9994)  -0.29
H (2.8698, 0.3002, -2.3235)  0.41
H (1.4325, -1.5854, -1.8113)  0.37
H (1.3424, 1.9125, 3.5998)  0.31
H (-2.8705, 1.5072, -1.6981)  0.20
H (-3.4543, -0.7484, -0.7407)  0.39
H (-1.0752, -3.3758, -1.7503)  0.34
C (-0.3783, -0.4686, -1.8334)  1.05
C (1.1823, 1.7197, -2.4400)  -0.32
C (-0.9527, 0.7891, -2.1043)  -0.12
H (2.0391, 0.4316, 4.3659)  0.33
C (1.8805, 0.9746, 3.4430)  -1.26
C (-0.4238, 0.1239, 2.7804)  -1.06
H (-0.7921, -0.8498, 2.4330)  0.25
H (-0.4056, -2.8109, -0.1274)  0.30
C (1.0999, 0.1001, 2.4600)  -0.01
C (-0.1747, 1.9088, -2.3831)  -0.86
N (-2.2838, 0.6930, -1.7702)  -0.06
C (1.8078, 0.4758, -2.2691)  -0.76
H (1.2668, 0.4249, 1.4330)  0.14
H (-0.4822, 0.1451, 3.8601)  0.40
H (-0.8874, 0.9504, 2.2618)  0.27
C (-1.3963, -1.3167, -1.2867)  0.40
H (1.4614, -0.9270, 2.5762)  0.25
C (-2.5160, -0.5554, -1.2446)  -0.74
H (-0.6695, 2.8324, -2.6456)  0.35
H (2.8519, 1.2476, 3.0271)  0.37

**Net charge**: 0
**SMILES string**: Cc1c[nH]c2ccccc12.CCC
**Gap between HOMO and LUMO**: 8.77 eV

---

Run b
C12H17N | the ωB97M-V functional and the def2-TZVPD basis

Last column: Mulliken charge in e.
Positions of all 30 atoms, in Å:
H (4.5490, 0.4855, 2.1796)  0.30
H (2.7883, 2.2602, 2.6970)  0.32
H (-0.3067, -2.7270, 0.8688)  0.36
C (2.9363, -0.4944, 3.0934)  -1.05
H (-0.6423, 1.0121, -4.3096)  0.33
H (3.4121, 2.3987, 1.0990)  0.32
H (1.9170, -0.8497, 2.9111)  0.27
H (0.6732, -1.4588, 0.2674)  0.12
H (-4.1088, 0.2875, 0.2920)  0.26
H (2.7418, 0.1416, 3.9698)  0.30
C (-0.8751, -0.3432, -2.6716)  -0.51
H (0.2640, -2.7491, -0.7303)  0.38
C (-2.4749, -1.1006, 0.4697)  -0.65
C (-0.1940, -2.0806, -0.0119)  -1.28
C (-3.2742, 1.2012, -2.1748)  -0.73
C (-1.6262, -0.4977, -1.5161)  0.92
N (-3.4485, -0.3223, -0.1818)  -0.19
C (-2.8524, 0.1585, -1.3373)  -0.15
C (3.4963, 0.3141, 1.9300)  -0.15
C (2.8774, 1.7135, 1.7556)  -1.11
C (-1.3954, -1.3055, -0.3225)  0.58
H (-2.7229, 2.2411, -3.9452)  0.35
H (0.0805, -0.8020, -2.8691)  0.39
C (-2.4345, 1.4550, -3.2575)  -0.47
H (-2.7829, -1.4913, 1.4292)  0.42
H (-4.1539, 1.7619, -1.9061)  0.37
H (3.3301, -0.2137, 0.9905)  0.23
H (1.8582, 1.5486, 1.4072)  0.26
H (3.6728, -1.2227, 3.3916)  0.31
C (-1.3042, 0.6790, -3.5183)  -0.49

**Net charge**: 0
**SMILES string**: Cc1c[nH]c2ccccc12.CCC
**Gap between HOMO and LUMO**: 8.84 eV

---

Unit: eV. Relative energies: run a 0.000; run b 0.260.

---

Run a
C3H5BrN3 | the ωB97M-V functional and the def2-TZVPD basis

Last column: Mulliken charge in e.
Positions of all 12 atoms, in Å:
N (-0.5413, 2.0370, -0.8392)  -0.37
N (-1.5238, -0.2775, -0.7439)  -0.23
N (0.5582, 0.8542, 0.7976)  -0.24
H (-0.6449, -1.8838, 0.3358)  0.38
H (0.0283, -1.4191, -1.2144)  0.33
H (-0.3419, 2.6537, 0.9911)  0.44
Br (-2.9570, 0.0240, 0.0905)  0.34
C (-0.1898, 1.8903, 0.3596)  -0.08
H (1.3999, -1.0755, 1.0271)  0.40
C (-0.4733, -1.0994, -0.2887)  -0.32
C (0.6285, -0.3787, 0.6623)  0.06
H (-0.2091, 1.4974, -1.5792)  0.28

**Net charge**: +1
**Gap between HOMO and LUMO (alpha / beta)**: 6.96 / 6.47 eV

---

Run b
C3H5BrN3 | the ωB97M-V functional and the def2-TZVPD basis

Last column: Mulliken charge in e.
Positions of all 12 atoms, in Å:
Br (-2.1697, 0.5152, 1.7180)  0.17
H (-0.9273, 1.7994, -1.0136)  0.31
N (-1.9557, -0.1416, -0.0641)  -0.53
H (0.3518, 1.0549, -1.6819)  0.31
H (-0.0535, -1.8514, 0.2239)  0.26
C (-0.5945, 0.0144, -0.3364)  0.68
H (-2.1631, -1.1372, 0.0176)  0.38
N (0.2646, -0.9590, -0.1346)  -0.18
C (1.5950, -0.7769, -0.3764)  -0.23
C (2.6987, -0.4293, -0.6305)  -0.12
H (3.5785, 0.1273, -0.8657)  0.41
N (-0.1438, 1.1846, -0.7985)  -0.47

**Net charge**: +1
**Gap between HOMO and LUMO**: 9.39 eV

---

Unit: eV. Relative energies: run a 3.226; run b 0.000.